Formula: C16H20F3O3S
Source: the Open Molecules 2025 dataset
Level of theory: wB97M-V/def2-TZVPD

The geometry in XYZ format:
```
43
C16H20F3O3S (wB97M-V/def2-TZVPD)
H 3.9583 0.5848 -3.2629
C -1.8253 1.0024 2.6177
C -1.8713 -1.1312 1.1835
H -0.1343 2.7782 0.6462
C -1.5420 0.3411 1.2591
C -2.4282 -1.8696 2.3250
O 1.8627 -0.6223 -2.2530
H 2.9585 -1.0256 1.1696
H 4.1989 1.5789 -1.8019
H 4.3273 -1.4763 -2.2656
C 0.9143 -0.3360 1.4816
H -4.2728 -0.0108 -0.1657
H -1.1688 0.5797 3.3980
C -0.0920 0.5710 0.9046
C 2.3036 0.5231 -0.2243
C 3.4710 1.0334 -2.3905
O -1.9572 1.6319 -0.7468
H 2.0293 2.6923 -0.7343
C 0.4735 1.8726 0.5497
H -4.3985 1.7646 -0.1536
C 3.9513 -1.1539 -1.2881
H -3.3452 -1.4211 2.7373
H 0.6742 -1.0144 2.3108
C 1.6472 1.7936 -0.1952
H 4.7677 -0.7490 -0.7153
H -1.7105 -1.9667 3.1553
C 2.8844 -0.0890 -1.5287
F -0.5734 -2.4193 -3.2659
H 2.6372 1.6632 -2.7127
C -0.8876 -1.2908 -2.5975
H -2.8486 0.8555 2.9855
H -2.6752 -2.8833 2.0258
O -1.6032 -1.7521 0.1133
C 2.1587 -0.3366 0.8869
F -2.2050 -1.3442 -2.3377
C -2.4551 1.0613 0.1871
H -0.1429 0.1611 -0.4168
H -1.6737 2.0996 2.5762
H 3.5173 -2.0232 -0.7904
H -4.2353 0.8565 1.3754
C -3.9405 0.9000 0.3327
S -0.0737 -1.2177 -1.0140
F -0.6748 -0.2119 -3.3603
```

## Properties
Net charge   -1
Orbital gap   4.27 eV
Lowest unoccupied orbital energy   2.861 eV

These are the natural (NBO) partial charges, in e, on atoms 1 to 5:
1 H 0.196
2 C -0.598
3 C 0.344
4 H 0.209
5 C -0.255